Record 1
Below is a structure of composition C17H19BrN9NiO3S, with properties calculated with wB97M-V/def2-TZVPD.

XYZ file:
```
51
Properties=species:S:1:pos:R:3
Ni 0.72 -1.02 0.14
Br 6.05 -1.70 2.14
C 4.97 -1.22 0.67
C 5.53 -0.77 -0.51
C 4.69 -0.45 -1.56
C 3.32 -0.59 -1.39
N 2.79 -1.03 -0.24
C 3.60 -1.34 0.78
H 6.60 -0.67 -0.61
H 5.08 -0.09 -2.50
H 2.64 -0.35 -2.19
H 3.15 -1.67 1.70
N -1.36 -0.75 -0.33
C -2.15 0.47 -0.55
C -3.21 0.47 -1.44
C -3.94 1.64 -1.64
C -3.62 2.79 -0.93
C -2.56 2.76 -0.02
C -1.84 1.61 0.16
S -4.39 4.40 -1.19
O -3.46 5.06 -2.09
O -4.42 4.99 0.14
O -5.69 4.11 -1.76
H -1.56 -1.41 -1.07
H -1.68 -1.18 0.54
H -3.46 -0.43 -2.00
H -4.77 1.67 -2.33
H -2.35 3.67 0.52
H -1.03 1.56 0.87
N -0.36 3.58 2.92
C 0.32 3.91 1.83
N 0.19 5.14 1.33
N 1.15 3.07 1.18
C 1.12 1.81 1.19
N 1.11 0.64 1.09
H -0.99 4.22 3.37
H -0.24 2.67 3.33
H -0.46 5.80 1.72
H 0.64 5.35 0.46
N -1.84 -5.78 0.18
C -0.68 -5.12 0.00
C -0.61 -3.71 0.07
N 0.52 -3.06 -0.19
C 1.60 -3.79 -0.50
C 1.53 -5.17 -0.50
N 0.42 -5.84 -0.24
H -2.70 -5.31 0.41
H -1.83 -6.78 0.14
H -1.49 -3.15 0.36
H 2.51 -3.28 -0.78
H 2.42 -5.76 -0.69
```

Summary:
Spin multiplicity = 3
Charge = +1
E = -5858.03133 hartree
ΔE to the lowest compared entry with this formula, charge and spin = 40.8 kcal per mole
E_HOMO (spin up / spin down) = -9.45 / -9.45 eV

These are the Mulliken partial charges, in e, on atoms 1 to 5: 0.294 -0.116 -0.624 0.064 -0.783

Record 2
Below is a cluster of 2 separate species, C17H19F3N in total at a distorted geometry, with properties calculated with wB97M-V/def2-TZVPD.

XYZ file:
```
40
Properties=species:S:1:pos:R:3
F 2.28 4.37 -1.68
C 2.32 3.01 -1.45
C 3.58 2.42 -1.26
C 3.59 1.03 -1.10
F 4.80 0.38 -1.03
C 2.43 0.26 -1.15
C 1.15 0.88 -1.25
C -0.06 0.06 -1.06
C -1.40 0.64 -0.97
C -2.46 -0.25 -1.26
C -3.75 0.21 -1.44
C -4.01 1.59 -1.28
C -2.99 2.42 -0.83
F -3.21 3.78 -0.75
C -1.68 1.97 -0.60
C 1.14 2.26 -1.54
H 4.50 2.98 -1.33
H 2.51 -0.84 -1.15
H -0.04 -0.92 -1.57
H -2.22 -1.32 -1.34
H -4.54 -0.49 -1.73
H -4.96 2.02 -1.58
H -0.94 2.64 -0.16
H 0.21 2.75 -1.85
C 0.27 -3.28 1.01
C 0.17 -1.92 1.71
C -1.19 -1.81 2.40
C 1.33 -1.79 2.67
N 0.32 -0.77 0.73
H 1.24 -3.39 0.49
H 0.23 -4.01 1.84
H -0.59 -3.46 0.34
H -1.29 -0.83 2.89
H -1.99 -2.00 1.65
H -1.20 -2.61 3.17
H 1.32 -0.80 3.15
H 1.26 -2.56 3.44
H 2.27 -1.94 2.11
H 0.31 0.09 1.31
H 1.30 -0.78 0.43
```

Summary:
Spin multiplicity = 1
Charge = +1
E = -1013.25079 hartree
ΔE to the lowest compared entry with this formula, charge and spin = 39.4 kcal per mole
E_HOMO = -12.89 eV

These are the Mulliken partial charges, in e, on atoms 1 to 5: -0.282 0.353 -0.632 0.168 -0.277

Record 3
Below is an isolated molecule of C17H19FN2O4S, with properties calculated with wB97M-V/def2-TZVPD.

XYZ file:
```
44
Properties=species:S:1:pos:R:3
C 5.46 -1.08 -0.72
H 5.92 -0.41 -1.44
H 5.14 -0.51 0.14
H 6.20 -1.81 -0.40
C 4.27 -1.80 -1.35
N 3.60 -2.59 -0.34
S 1.97 -2.87 -0.56
O 1.63 -3.00 -1.95
O 1.62 -3.93 0.34
C 1.32 -1.32 0.05
C 0.68 -0.45 -0.81
C 0.20 0.76 -0.33
C 0.37 1.09 1.01
C 1.01 0.18 1.87
C 1.48 -1.02 1.39
H 1.97 -1.73 2.03
H 1.12 0.46 2.91
O -0.06 2.24 1.59
C -0.58 3.26 0.77
C -1.98 2.96 0.21
O -2.37 3.47 -0.82
N -2.68 2.12 1.01
C -3.98 1.63 0.85
C -4.45 0.72 1.80
C -5.73 0.22 1.70
C -6.57 0.60 0.66
C -6.08 1.50 -0.27
C -4.80 2.03 -0.20
H -4.46 2.73 -0.94
F -6.87 1.89 -1.28
H -7.57 0.22 0.57
H -6.09 -0.48 2.44
H -3.81 0.42 2.61
H -2.19 1.78 1.83
H -0.66 4.14 1.41
H 0.09 3.50 -0.06
H -0.30 1.43 -1.01
H 0.56 -0.73 -1.84
H 4.09 -3.44 -0.09
C 4.68 -2.63 -2.56
H 3.80 -3.12 -2.98
H 5.40 -3.39 -2.26
H 5.13 -2.00 -3.32
H 3.52 -1.05 -1.66
```

Summary:
SMILES = CC(C)NS(=O)(=O)c1ccc(OCC(=O)Nc2cccc(F)c2)cc1
Spin multiplicity = 1
E = -1567.74325 hartree
ΔE to the lowest compared entry with this formula, charge and spin = 0.0 kcal per mole
E_HOMO = -8.93 eV

These are the Mulliken partial charges, in e, on atoms 1 to 5: -1.497 0.404 0.361 0.329 0.605

Record 4
Below is a cluster of 2 separate species, C17H19N in total at a distorted geometry, with properties calculated with wB97M-V/def2-TZVPD.

XYZ file:
```
37
Properties=species:S:1:pos:R:3
C -1.92 -0.26 -1.63
C -2.22 1.10 -2.33
C -1.48 -1.36 -2.53
C -0.36 -1.18 -3.34
C -2.22 -2.54 -2.52
C 0.07 -2.29 -4.05
C -1.76 -3.68 -3.20
C -0.60 -3.49 -3.96
H -1.32 -0.09 -0.75
H -2.90 -0.45 -1.16
H -3.22 1.01 -2.74
H 0.11 -0.21 -3.45
H -3.13 -2.57 -1.94
H 0.80 -2.18 -4.84
H -2.37 -4.56 -3.06
H -0.28 -4.37 -4.50
H -1.48 1.53 -3.00
H -2.24 1.95 -1.63
C 3.85 0.12 2.36
C 1.64 -0.23 1.16
C 2.42 0.40 2.08
C 0.28 1.12 2.31
C 1.58 1.33 2.81
C -0.82 1.86 2.76
C 1.90 2.28 3.76
C -0.48 2.82 3.70
C 0.81 3.04 4.20
N 0.31 0.14 1.31
H 1.85 -1.12 0.60
H -0.48 0.12 0.70
H 4.09 -0.91 2.64
H 4.27 0.81 3.11
H -1.86 1.80 2.47
H 2.92 2.58 3.92
H -1.27 3.33 4.24
H 0.94 3.82 4.93
H 4.56 0.35 1.55
```

Summary:
SMILES = Cc1c[nH]c2ccccc12.CCc1ccccc1
Spin multiplicity = 1
E = -713.91423 hartree
ΔE to the lowest compared entry with this formula, charge and spin = 30.1 kcal per mole
E_HOMO = -7.80 eV

These are the Mulliken partial charges, in e, on atoms 1 to 5: 0.916 -1.259 0.803 -0.247 -0.269

Record 5
Below is a cluster of 2 separate species, C17H19N2O in total at a distorted geometry, with properties calculated with wB97M-V/def2-TZVPD.

XYZ file:
```
39
Properties=species:S:1:pos:R:3
C -5.24 1.68 1.27
C -4.86 0.33 1.26
C -3.51 -0.01 1.26
C -2.50 0.99 1.26
C -1.09 0.66 1.26
O -0.27 1.75 1.25
C 1.11 1.61 1.26
C 1.68 0.32 1.25
C 3.10 0.23 1.26
C 3.87 1.38 1.26
C 3.26 2.65 1.26
C 1.88 2.78 1.26
C 0.82 -0.79 1.23
C -0.56 -0.62 1.26
C -2.91 2.34 1.26
C -4.26 2.68 1.26
H -6.29 1.95 1.27
H -5.61 -0.45 1.27
H -3.20 -1.06 1.26
H 3.54 -0.77 1.26
H 4.96 1.30 1.26
H 3.88 3.55 1.26
H 1.39 3.75 1.26
H 1.25 -1.79 1.29
H -1.25 -1.46 1.27
H -2.16 3.13 1.26
H -4.53 3.73 1.27
C 0.73 -3.76 -1.92
N 1.55 -2.56 -2.02
N 1.19 -1.81 -3.20
C 2.32 -1.69 -4.10
H 1.07 -4.32 -1.05
H -0.34 -3.55 -1.82
H 0.90 -4.35 -2.83
H 1.41 -1.95 -1.22
H 0.87 -0.90 -2.88
H 1.98 -1.13 -4.98
H 3.18 -1.16 -3.65
H 2.63 -2.69 -4.39
```

Summary:
Spin multiplicity = 1
Charge = +1
E = -843.64910 hartree
ΔE to the lowest compared entry with this formula, charge and spin = 54.4 kcal per mole
E_HOMO = -10.77 eV

These are the Mulliken partial charges, in e, on atoms 1 to 5: -0.400 -0.799 -0.393 0.648 1.072

Record 6
Below is a structure of composition C17H19N2O4PtS3 at a distorted geometry, with properties calculated with wB97M-V/def2-TZVPD.

XYZ file:
```
46
Properties=species:S:1:pos:R:3
Pt 0.20 0.50 -0.26
O -1.92 0.90 -1.69
C -1.95 2.27 -2.03
C -0.98 3.12 -1.24
C -1.05 4.49 -1.41
C -0.20 5.32 -0.70
C 0.72 4.74 0.17
C 0.73 3.38 0.29
N -0.09 2.57 -0.40
H -1.62 0.36 -2.43
H -2.95 2.64 -1.83
H -1.75 2.43 -3.09
H -1.77 4.90 -2.10
H -0.26 6.39 -0.82
H 1.41 5.34 0.74
H 1.43 2.90 0.96
O 0.88 -3.01 -2.28
S 1.19 -2.87 -0.89
O 0.37 -3.52 0.09
N 1.35 -1.23 -0.50
C 2.46 -0.98 0.10
S 2.51 0.57 0.79
C 3.44 -2.06 0.08
C 4.75 -2.06 0.52
C 5.50 -3.22 0.33
C 4.95 -4.34 -0.29
C 3.62 -4.34 -0.71
C 2.90 -3.19 -0.52
H 5.18 -1.19 1.00
H 6.54 -3.24 0.65
H 5.55 -5.22 -0.43
H 3.18 -5.21 -1.18
O -1.32 -1.22 -0.35
S -2.28 -1.79 0.68
C -3.89 -1.02 0.29
C -3.99 0.26 1.12
C -3.42 -0.12 2.48
C -2.07 -0.76 2.19
H -4.67 -1.73 0.56
H -3.90 -0.85 -0.78
H -5.01 0.62 1.18
H -3.37 1.03 0.66
H -4.08 -0.85 2.96
H -3.32 0.73 3.15
H -1.70 -1.39 3.00
H -1.31 -0.03 1.91
```

Summary:
Spin multiplicity = 1
Charge = +1
E = -2383.29294 hartree
ΔE to the lowest compared entry with this formula, charge and spin = 21.5 kcal per mole
E_HOMO = -11.59 eV

These are the Mulliken partial charges, in e, on atoms 1 to 5: 0.745 -0.348 -0.884 0.930 -0.763

> The lowest E belongs to which entry?

C17H19BrN9NiO3S

> Which of these has the lowest E?

C17H19BrN9NiO3S

> What is the spin multiplicity in the fifth record?

1